[1]
Below is a structure of composition C34H57AlN3O3Si, with properties calculated with ωB97M-V with the def2-TZVPD basis set.

Calculated values
- Energy: -61269.0950 eV
- HOMO: -10.60 eV
- Energy relative to the best compared isomer or geometry (same formula, charge and spin): 0.0 kcal per mole
- Net charge: +1

The geometry in XYZ format:
```
99
C34H57AlN3O3Si ωB97M-V with the def2-TZVPD basis set
O 0.307 -0.981 -2.899
O -1.680 -2.171 -3.494
C 0.502 0.384 -3.373
C 1.795 0.666 -4.084
H 0.394 1.030 -2.494
H -0.354 0.594 -4.030
H 2.630 0.774 -3.390
H 1.682 1.618 -4.599
H 2.031 -0.079 -4.843
C 1.501 -1.805 -2.756
C 1.365 -3.088 -3.526
H 1.648 -1.953 -1.679
H 2.364 -1.243 -3.120
H 0.520 -3.686 -3.157
H 2.295 -3.651 -3.372
H 1.267 -2.898 -4.609
C -2.085 -2.139 -2.016
C -2.641 -1.463 -4.426
C -1.387 -3.288 -1.342
H -3.179 -2.200 -2.011
H -1.756 -1.158 -1.635
H -1.402 -4.183 -1.980
H -1.880 -3.537 -0.392
H -0.346 -3.037 -1.095
C -2.898 -2.380 -5.588
H -2.162 -0.514 -4.707
H -3.553 -1.277 -3.842
H -2.017 -2.512 -6.225
H -3.690 -1.951 -6.201
H -3.239 -3.357 -5.234
H -0.723 -1.755 -3.498
N 2.246 0.725 1.637
C 2.779 0.743 2.886
C 2.000 0.561 4.023
C 0.656 0.173 4.043
C 4.261 0.894 3.040
H 4.659 1.681 2.387
H 4.793 -0.044 2.824
H 4.482 1.162 4.079
C 0.073 -0.395 5.297
H -0.280 -1.425 5.158
H -0.770 0.200 5.669
H 0.844 -0.413 6.071
N -0.153 0.282 2.975
C 3.071 0.353 0.535
C 3.501 1.329 -0.379
C 3.105 2.763 -0.213
C 4.370 0.949 -1.404
H 4.710 1.707 -2.116
C 4.836 -0.362 -1.492
H 5.530 -0.643 -2.285
C 4.418 -1.319 -0.570
H 4.784 -2.347 -0.623
C 3.516 -0.980 0.437
C 3.068 -2.024 1.411
C -1.492 -0.232 2.990
C -2.549 0.607 3.386
C -2.271 1.963 3.959
C -3.859 0.140 3.249
H -4.681 0.796 3.548
C -4.107 -1.133 2.730
H -5.137 -1.480 2.614
C -3.050 -1.979 2.389
H -3.232 -2.993 2.020
C -1.732 -1.548 2.546
C -0.584 -2.451 2.199
Al 0.476 1.398 1.581
H 3.580 3.367 -0.999
H 3.418 3.182 0.756
H 2.018 2.914 -0.301
H 1.991 -1.958 1.616
H 3.597 -1.974 2.375
H 3.262 -3.026 1.002
H -3.178 2.579 3.900
H -1.455 2.501 3.451
H -1.990 1.889 5.022
H 0.207 -2.416 2.961
H -0.128 -2.203 1.225
H -0.926 -3.495 2.133
H 2.521 0.555 4.979
C -0.735 1.602 0.214
Si -2.331 2.504 -0.243
H -1.001 0.527 0.057
H -0.043 1.839 -0.627
C -2.140 3.011 -2.046
C -2.700 4.006 0.784
C -3.751 1.272 -0.165
H -4.697 1.826 -0.069
H -3.679 0.588 0.693
H -3.810 0.662 -1.080
H -1.243 3.629 -2.188
H -3.010 3.605 -2.353
H -2.065 2.145 -2.720
H -1.822 4.664 0.834
H -2.998 3.755 1.810
H -3.524 4.567 0.319
O 1.358 5.277 2.767
C 1.013 4.160 2.558
N 0.667 3.029 2.350
```

---

[2]
Below is a structure of composition C34H57ClOsP2Si2, with properties calculated with ωB97M-V with the def2-TZVPD basis set.

Calculated values
- Energy: -85500.6826 eV
- HOMO (spin up / spin down): -6.16 / -6.61 eV
- 2S+1: 5

The geometry in XYZ format:
```
97
C34H57ClOsP2Si2 ωB97M-V with the def2-TZVPD basis set
Os -0.198 -0.100 -0.716
C 1.495 -0.158 -2.026
C 0.728 -1.346 -2.158
C -0.574 -0.926 -2.636
Si 1.421 -3.019 -1.754
C -0.583 0.487 -2.733
C 0.708 0.989 -2.315
Si 1.405 2.711 -2.245
H 2.527 -0.126 -1.690
H -1.366 -1.597 -2.929
H -1.385 1.100 -3.111
Cl -4.199 0.150 1.265
C 3.270 2.632 -2.185
C 0.895 3.735 -3.724
C 3.284 -2.926 -1.691
C 0.907 -4.282 -3.029
H 1.552 3.452 -4.558
H 1.042 4.804 -3.520
H -0.141 3.572 -4.039
H 3.624 2.094 -1.297
H 3.677 3.650 -2.171
H 3.648 2.120 -3.079
H 1.543 -4.124 -3.911
H -0.138 -4.195 -3.342
H 1.087 -5.296 -2.651
H 3.667 -2.552 -2.649
H 3.684 -3.934 -1.527
H 3.637 -2.268 -0.888
C 0.777 3.399 -0.606
C 0.788 -3.384 -0.014
P -0.891 2.761 -0.216
H 0.824 4.496 -0.626
H 1.458 3.039 0.182
P -0.875 -2.677 0.250
H 1.467 -2.888 0.697
H 0.826 -4.467 0.168
C -1.507 -3.333 1.875
C -1.961 -3.643 -0.961
C -1.966 3.493 -1.586
C -1.511 3.698 1.267
C -1.604 2.830 2.525
H -2.541 3.973 0.982
C -0.702 4.971 1.526
H 0.363 4.740 1.661
H -1.074 5.448 2.442
H -0.799 5.704 0.716
H -2.227 1.945 2.351
H -2.081 3.417 3.329
H -0.612 2.531 2.889
H -1.511 3.150 -2.529
C -1.948 5.026 -1.568
C -3.414 2.965 -1.538
H -0.934 5.442 -1.651
H -2.425 5.415 -0.656
H -2.524 5.397 -2.428
H -3.485 1.913 -1.839
H -4.039 3.551 -2.229
H -3.846 3.048 -0.529
H -1.511 -3.473 -1.953
C -3.412 -3.123 -1.002
C -1.943 -5.151 -0.674
H -0.931 -5.578 -0.686
H -2.523 -5.666 -1.455
H -2.419 -5.375 0.292
H -3.490 -2.135 -1.471
H -3.847 -3.045 0.006
H -4.032 -3.818 -1.590
C -1.610 -2.267 2.969
C -0.707 -4.546 2.360
H -2.536 -3.653 1.635
H 0.360 -4.302 2.459
H -0.804 -5.411 1.692
H -1.086 -4.852 3.343
H -0.622 -1.920 3.296
H -2.107 -2.709 3.850
H -2.222 -1.418 2.640
C -2.192 -0.012 -0.368
H -2.888 -0.077 -1.212
H -2.418 -0.881 0.276
H -2.385 0.970 0.105
C 5.164 -0.024 3.470
C 5.200 -0.152 2.060
C 4.026 -0.111 1.307
C 2.744 0.028 1.916
C 1.442 0.046 1.291
C 0.311 0.209 2.044
C 0.338 0.348 3.459
C 1.558 0.329 4.104
C 2.750 0.168 3.372
C 3.953 0.142 4.116
H 6.084 -0.054 4.051
H 6.177 -0.285 1.582
H 4.084 -0.185 0.214
H -0.666 0.225 1.519
H -0.588 0.462 4.018
H 1.610 0.435 5.186
H 3.891 0.254 5.206
```

---

- energy of number 2 (C34H57ClOsP2Si2)?
  -85500.6826 eV

---

- Which of these has the lowest energy?
  C34H57ClOsP2Si2

---

- Among the records above, which one has the highest energy?
  C34H57AlN3O3Si